Molecular formula: C8H20ClFeIrO
Method: DFT, ωB97M-V/def2-TZVPD

Geometry as XYZ:
```
32
Properties=species:S:1:pos:R:3:forces:R:3:mulliken_spin:R:1
Fe 3.928923 0.527673 -2.543399 0.1 0.1 0.0 4.398
Cl 2.509801 -1.061556 -2.360855 -0.5 -0.5 0.0 0.202
C 5.538941 0.529129 -1.429088 0.5 0.0 0.4 0.129
C 3.629912 1.890425 -3.917383 -0.1 0.5 -0.5 0.139
H 6.175385 1.402235 -1.608718 -0.1 -0.2 0.1 0.020
H 5.194423 0.520360 -0.386927 0.2 0.0 -0.1 0.025
H 6.098239 -0.393465 -1.630227 0.0 0.1 0.1 0.025
H 4.398173 2.670661 -3.919729 -0.1 -0.1 0.0 0.019
H 2.647358 2.328325 -3.698638 0.1 0.0 -0.2 0.028
H 3.590108 1.392447 -4.894210 0.0 0.2 0.1 0.025
Ir -0.157996 -0.272524 0.564841 -0.2 -2.0 -2.2 3.091
C 1.355628 -1.466032 0.747408 2.2 -2.8 1.1 0.112
C -0.112369 1.564517 1.059926 -1.1 4.6 2.1 1.157
H 2.327743 -0.988565 0.946322 -0.2 0.2 -0.1 0.071
H 1.106008 -2.011395 1.689098 0.3 0.0 -0.2 0.022
H 1.529412 -2.242171 -0.015029 -0.1 0.2 0.2 0.040
H -0.921563 2.283976 0.713676 1.0 -0.7 0.6 0.051
H 0.240318 1.711851 2.113462 0.2 0.6 -1.0 0.014
C -4.188069 0.377849 0.517519 0.6 -0.2 -0.2 0.003
C -3.112246 -0.524334 1.137284 -2.0 -0.6 -0.2 0.037
C -3.070749 -0.223388 2.654083 0.6 0.3 -0.1 0.038
C -3.499303 -1.995154 0.996173 0.0 0.0 -0.2 0.001
O -2.023927 -0.300207 0.252155 -1.1 0.1 1.0 0.379
H -5.189138 0.209111 0.920831 0.1 0.1 -0.1 0.003
H -4.123965 0.175346 -0.552690 -0.5 0.1 0.0 -0.001
H -3.839503 1.403165 0.656642 -0.4 0.1 0.1 -0.001
H -4.079149 -0.400046 3.076952 0.5 0.0 -0.4 0.003
H -2.388449 -0.873095 3.209101 0.1 0.0 -0.1 -0.004
H -2.816874 0.816928 2.861932 0.1 0.0 0.0 -0.020
H -3.470363 -2.231104 -0.066244 -0.2 -0.2 0.0 -0.007
H -2.777180 -2.637627 1.505924 0.0 0.0 0.0 0.003
H -4.499528 -2.183333 1.399807 0.2 0.0 -0.1 -0.001
```
Forces are in eV/Å.

The value obtained for the HOMO energy (spin up / spin down) is -6.07 / -9.69 eV. The spin multiplicity is 11.